Entry 1:
{"formula": "C4H5NOS", "method": "the ωB97M-V functional and the def2-TZVPD basis", "symbols": ["S", "O", "N", "C", "C", "C", "C", "H", "H", "H", "H", "H"], "coordinates": [[-1.742, -1.789, -0.128], [-1.779, 1.882, -0.390], [1.458, -1.269, -0.043], [0.363, 1.010, 0.131], [-1.081, 0.927, 0.008], [1.379, 0.082, 0.041], [-1.863, -0.269, 0.349], [0.588, -1.776, -0.105], [2.401, 0.606, -0.119], [-2.719, 0.198, 0.774], [0.708, 2.090, 0.226], [2.287, -1.693, -0.745]], "forces_ev_per_angstrom": [[-0.040, -0.287, 0.176], [1.129, -1.454, 0.807], [2.798, -1.259, -2.428], [0.910, 1.044, 0.219], [0.691, 1.454, -0.921], [1.502, 1.935, -0.990], [-0.373, 0.267, -0.520], [-0.137, -0.095, -0.193], [-1.649, -1.126, 0.617], [-1.307, -0.574, 0.760], [-0.420, -1.608, -0.356], [-3.105, 1.705, 2.828]], "molar_mass_g_mol": 115.16, "gap_ev": 7.82, "smiles": "N/C=C\\C(=O)C=S"}

Entry 2:
{"formula": "C4H5NOS", "method": "the ωB97M-V functional and the def2-TZVPD basis", "symbols": ["S", "O", "N", "C", "C", "C", "C", "H", "H", "H", "H", "H"], "coordinates": [[-2.944, -0.758, -0.105], [-2.531, 2.505, -0.175], [-1.863, 0.423, -0.283], [-1.662, -1.899, 0.271], [0.298, 1.337, -0.091], [-0.632, 0.175, -0.078], [-0.445, -1.246, 0.170], [0.532, -1.554, 0.585], [-2.068, -2.874, 0.177], [1.011, 1.146, 0.756], [-0.444, 2.118, 0.078], [0.897, 1.467, -0.925]], "forces_ev_per_angstrom": [[0.952, -0.956, 0.222], [0.725, -2.690, -0.194], [-2.793, 4.396, -0.175], [-0.474, 1.958, -1.506], [-0.451, -1.151, 3.039], [0.890, -1.857, -0.418], [0.201, 0.336, 1.515], [-0.694, -0.433, -0.812], [0.663, -1.147, 0.708], [-0.656, 0.689, -0.481], [0.868, 0.716, 0.049], [0.770, 0.139, -1.947]], "molar_mass_g_mol": 115.16, "gap_ev": [8.54, 8.54]}

Entry 3:
{"formula": "C4H5NOS", "method": "the ωB97M-V functional and the def2-TZVPD basis", "symbols": ["S", "O", "N", "C", "C", "C", "C", "H", "H", "H", "H", "H"], "coordinates": [[2.026, -0.114, 0.528], [-1.036, -0.233, 1.216], [1.394, 1.408, 0.162], [-0.643, -0.786, -0.054], [0.140, 1.599, 0.023], [0.770, -1.213, -0.187], [-0.994, 0.652, 0.096], [-1.368, -1.449, -0.487], [-1.960, 0.985, -0.319], [0.978, -1.310, -1.227], [0.942, -2.152, 0.305], [-0.250, 2.613, -0.054]], "forces_ev_per_angstrom": [[-0.546, 0.302, -0.346], [-0.046, -0.144, -0.461], [-0.610, 0.153, 0.268], [-0.544, 1.042, 1.220], [-0.208, 0.692, 0.476], [0.466, 0.290, 0.464], [0.362, -1.501, -0.833], [-0.318, -0.217, -0.177], [0.514, -0.036, 0.507], [0.238, -0.259, -0.914], [-0.018, -0.659, 0.137], [0.708, 0.336, -0.341]], "molar_mass_g_mol": 115.16, "gap_ev": 9.32, "smiles": "C1=NSC[C@H]2O[C@@H]12"}

Entry 4:
{"formula": "C4H5NOS2", "method": "the ωB97M-V functional and the def2-TZVPD basis", "symbols": ["S", "S", "O", "N", "C", "C", "C", "C", "H", "H", "H", "H", "H"], "coordinates": [[-2.023, -1.380, -1.937], [1.829, 2.034, -0.493], [-0.060, 0.411, -1.406], [0.814, 0.039, 2.115], [0.408, -0.153, 0.751], [-0.774, -0.720, -1.024], [0.790, 0.588, -0.396], [-0.536, -1.032, 0.280], [0.165, -0.092, 2.793], [0.783, 3.051, -0.299], [1.274, 0.934, 2.103], [-1.285, -1.800, 0.610], [-1.386, -1.881, -3.097]], "forces_ev_per_angstrom": [[-0.910, -0.796, -2.339], [-1.945, 0.757, 0.522], [-0.485, -2.717, -0.666], [2.814, 0.388, -4.743], [1.266, 1.583, 0.883], [0.854, 1.507, -0.004], [0.580, 1.814, 2.970], [-2.753, -2.044, -1.351], [-2.375, -0.392, 2.063], [1.611, -1.634, -0.294], [0.122, 0.216, 0.823], [1.559, 0.709, 0.736], [-0.339, 0.608, 1.401]], "molar_mass_g_mol": 147.22, "gap_ev": 8.46, "smiles": "Nc1cc(S)oc1S"}

Entry 5:
{"formula": "C4H5NS", "method": "the ωB97M-V functional and the def2-TZVPD basis", "symbols": ["S", "N", "C", "C", "C", "C", "H", "H", "H", "H", "H"], "coordinates": [[4.340, 0.310, -0.023], [-0.587, 0.693, -0.515], [0.366, 0.010, -0.141], [2.779, -0.685, 0.457], [-1.727, 0.736, 0.217], [1.513, -0.432, 0.094], [-2.437, -0.020, -0.061], [-1.276, 0.630, 1.215], [4.109, 0.904, -1.161], [-2.233, 1.677, 0.076], [3.038, -1.645, 0.929]], "forces_ev_per_angstrom": [[-0.833, -1.827, 1.758], [3.733, -0.217, -1.939], [-0.898, 1.417, -1.749], [-0.468, 0.521, -1.716], [-1.987, 0.065, 2.226], [3.637, -1.012, 1.038], [-0.420, -0.707, 0.199], [-1.867, 0.082, 0.540], [-0.913, 0.290, -0.897], [-0.137, 0.458, 0.190], [0.153, 0.929, 0.350]], "molar_mass_g_mol": 99.16, "gap_ev": [7.89, 7.89], "smiles": "CN=C=C=CS"}

Entry 6:
{"formula": "C4H5NS2", "method": "the ωB97M-V functional and the def2-TZVPD basis", "symbols": ["S", "S", "N", "C", "C", "C", "C", "H", "H", "H", "H", "H"], "coordinates": [[0.643, -1.085, 1.917], [-0.835, 2.625, -0.947], [-1.814, 0.812, 0.764], [0.560, -0.899, -0.707], [0.189, -1.678, 0.460], [-1.383, 1.748, 0.126], [1.364, 0.206, -0.673], [0.033, -1.050, -1.735], [1.973, 0.551, 0.118], [-1.947, 0.711, 1.776], [-0.226, -2.693, 0.505], [1.444, 0.753, -1.606]], "forces_ev_per_angstrom": [[-0.442, -0.563, 0.210], [1.561, 3.255, -2.997], [-0.167, 0.757, 0.837], [-0.732, 1.359, -2.290], [1.373, 0.245, 1.530], [-1.786, -3.936, 2.930], [-1.137, -1.696, -1.645], [0.921, -0.151, 2.033], [0.265, 0.060, 0.961], [0.168, 0.146, -0.821], [-0.130, 0.538, -0.851], [0.107, -0.015, 0.103]], "molar_mass_g_mol": 131.23, "gap_ev": 7.74, "smiles": "C=CC=S.N=C=S"}

Entry 7:
{"formula": "C4H5O2P", "method": "the ωB97M-V functional and the def2-TZVPD basis", "symbols": ["P", "O", "O", "C", "C", "C", "C", "H", "H", "H", "H", "H"], "coordinates": [[-1.422, -0.829, -1.231], [0.462, 2.822, -1.290], [-0.115, -1.156, -0.307], [-0.184, 2.314, -0.431], [1.682, -0.475, 1.120], [0.632, -0.337, 0.352], [-0.889, 1.468, 0.210], [-1.480, 1.383, 1.009], [2.257, -1.355, 0.818], [2.104, 0.222, 1.802], [-0.793, -0.230, -2.431], [-1.583, -2.266, -1.532]], "forces_ev_per_angstrom": [[-1.428, 0.198, -1.111], [-0.715, 0.114, 1.435], [1.767, -0.984, 0.498], [1.521, 0.244, -2.511], [0.266, -0.511, -1.199], [-2.759, 2.267, 0.321], [3.338, -2.050, -1.012], [-2.146, 0.078, 2.656], [-0.018, 0.009, 0.475], [-0.008, 0.544, 0.161], [-0.320, -1.020, 0.721], [0.503, 1.111, -0.434]], "molar_mass_g_mol": 116.06, "gap_ev": 7.61}

Entry 8:
{"formula": "C4H5O2Tl", "method": "the ωB97M-V functional and the def2-TZVPD basis", "symbols": ["Tl", "O", "O", "C", "C", "C", "C", "H", "H", "H", "H", "H"], "coordinates": [[4.440, -0.023, -1.928], [2.580, 0.101, -0.920], [-1.592, 1.492, -0.030], [-0.695, -0.676, -0.144], [0.571, -0.505, 0.087], [-1.832, 0.164, 0.378], [1.947, -0.253, 0.091], [-2.767, -0.226, -0.059], [-2.406, 1.998, 0.047], [-0.796, -1.811, -0.064], [-1.903, 0.080, 1.473], [2.455, -0.341, 1.068]], "forces_ev_per_angstrom": [[2.339, -0.090, -1.349], [-1.686, 0.294, 0.363], [0.088, -0.026, 0.125], [1.207, -2.222, 2.590], [0.185, 0.963, -1.060], [-0.858, 0.374, -0.983], [-1.028, -0.314, 1.464], [0.259, 0.135, 0.197], [-0.009, 0.058, 0.023], [-0.578, 1.066, -0.776], [0.213, -0.206, -0.254], [-0.132, -0.031, -0.341]], "spin_multiplicity": 2, "molar_mass_g_mol": 289.46, "total_charge": 1, "gap_ev": [9.45, 7.86], "s2": 0.7605}

Entry 9:
{"formula": "C4H5O2Tm", "method": "the ωB97M-V functional and the def2-TZVPD basis", "symbols": ["Tm", "O", "O", "C", "C", "C", "C", "H", "H", "H", "H", "H"], "coordinates": [[1.596, 0.134, -4.180], [0.573, 0.483, -2.036], [-0.996, -1.123, 1.749], [-0.700, 0.663, -0.046], [0.538, 0.512, 0.861], [-0.235, -0.704, 0.705], [-0.480, 0.704, -1.441], [-1.580, 1.158, 0.357], [-0.756, -2.021, 2.001], [0.113, -1.468, 0.004], [1.472, 0.613, 0.220], [0.455, 1.049, 1.806]], "forces_ev_per_angstrom": [[0.050, 0.170, -0.223], [-1.485, -0.052, 0.196], [1.177, 2.235, -1.528], [0.151, 1.111, 2.564], [0.520, 3.102, -1.676], [-0.939, -3.555, 0.721], [1.866, -0.323, -2.047], [-0.126, -0.372, 0.011], [-0.348, -1.389, 0.200], [-0.033, -0.050, 0.451], [-0.971, -0.642, 1.356], [0.137, -0.236, -0.025]], "spin_multiplicity": 4, "molar_mass_g_mol": 254.02, "total_charge": 3, "gap_ev": [8.45, 5.80], "s2": 3.7629}